2 unconnected molecules or ions with the total composition CH6S2. Source: the OMol25 dataset; level of theory: ωB97M-V/def2-TZVPD.

XYZ file:
```
9
Properties=species:S:1:pos:R:3
S -1.184 -0.911 -2.601
H -2.109 -0.808 -1.627
H -0.220 -0.440 -1.809
C 0.693 0.819 1.121
S 1.222 -0.839 0.742
H 0.540 0.945 2.200
H 1.345 1.613 0.764
H -0.301 1.013 0.705
H 0.014 -1.392 0.505
```

Output
LUMO energy (spin up / spin down)   -0.1578 / -0.3537 Ha
Largest force on an atom   1.27 eV/A
Total charge   +1
ΔE to the lowest compared entry with this formula, charge and spin   13.94 kcal per mole
Frontier orbital gap (spin up / spin down)   9.75 / 3.96 eV
⟨S²⟩   0.75
2S+1   2

Here are the natural (NBO) charges for atoms 1 to 2, given in e: S -0.125; H 0.142

2 unconnected molecules or ions with the total composition CH6S3. Source: the OMol25 dataset; level of theory: ωB97M-V/def2-TZVPD.

XYZ file:
```
10
Properties=species:S:1:pos:R:3
C -0.445 -0.794 -0.508
S -1.381 0.503 -1.351
S -2.983 0.842 -0.051
H -0.656 -1.714 -1.059
H 0.603 -0.647 -0.791
H -0.381 -1.041 0.549
H -2.471 0.271 1.053
S 2.296 1.471 0.818
H 2.037 0.184 1.095
H 3.380 0.926 0.246
```

Output
LUMO energy   0.0192 Ha
Largest force on an atom   2.40 eV/A
Total charge   0
ΔE to the lowest compared entry with this formula, charge and spin   18.87 kcal per mole
Frontier orbital gap   8.64 eV
SMILES   CSS.S

Here are the natural (NBO) charges for atoms 1 to 2, given in e: C -0.779; S 0.106

2 unconnected molecules or ions with the total composition CH6S3. Source: the OMol25 dataset; level of theory: ωB97M-V/def2-TZVPD.

XYZ file:
```
10
Properties=species:S:1:pos:R:3
C -1.146 -0.399 -0.101
S -2.346 0.474 -1.163
S -1.207 2.053 -1.833
H -1.175 -0.033 0.920
H -1.353 -1.458 -0.252
H -0.114 -0.278 -0.433
H -1.219 2.776 -0.713
S 2.450 -1.000 1.717
H 2.650 -0.339 0.532
H 3.461 -1.795 1.326
```

Output
LUMO energy   0.0207 Ha
Largest force on an atom   1.23 eV/A
Total charge   0
ΔE to the lowest compared entry with this formula, charge and spin   3.98 kcal per mole
Frontier orbital gap   9.58 eV
SMILES   CSS.S

Here are the natural (NBO) charges for atoms 1 to 2, given in e: C -0.750; S 0.087